This record from OMol25 describes a 2-piece molecular cluster, C6H16N overall in a non-equilibrium geometry. The level of theory is wB97M-V/def2-TZVPD.

Positions of all 23 atoms, in Å:
C -0.227 0.663 2.421
C -0.664 -0.257 1.294
C -0.593 0.273 -0.007
C 0.343 -1.174 0.576
C 0.016 -2.077 -0.713
C 0.302 -1.492 -2.102
N 0.531 3.289 -0.986
H -0.945 1.470 2.622
H 0.730 1.125 2.137
H -0.025 0.141 3.361
H -1.512 -0.863 1.614
H 0.088 1.119 -0.212
H -1.370 0.165 -0.756
H 1.373 -0.811 0.490
H 0.559 -2.016 1.246
H -0.975 -2.545 -0.685
H 0.740 -2.894 -0.611
H -0.596 -0.930 -2.388
H 1.099 -0.735 -2.145
H 0.458 -2.229 -2.874
H -0.241 3.148 -1.626
H 1.416 3.345 -1.473
H 0.384 4.203 -0.572

Properties
HOMO level (eV): -13.88
Strongest force on any atom (eV/A): 3.56
Spin multiplicity: 1
Charge: +1
Molar mass (g/mol): 102.20

Here are the natural (NBO) charges for atoms 1 to 2, given in e: -0.612, -0.242